65
Properties=species:S:1:pos:R:3:nbo_charge:R:1 method="wB97M-V/def2-TZVPD" total_charge=+2 energy_ev=-189879.7136 homo_ev="-13.15 / -13.15" spin_multiplicity=2 mol_weight_g_mol=758.2 homo_lumo_gap_ev="6.1718 / 5.3953"
Yb 0.1124 1.0360 0.2754 2.06
C 4.6685 0.1106 -0.4557 -0.23
C 5.3232 1.3409 -0.1354 -0.08
C 4.5960 2.5416 -0.0862 -0.22
C 3.2496 2.5219 -0.2858 0.17
N 2.5747 1.3546 -0.4188 -0.57
C 3.2708 0.1835 -0.5440 0.10
C 2.4077 3.7183 -0.2145 0.18
C 2.8985 5.0213 -0.3008 -0.18
C 2.0613 6.1366 -0.2614 -0.13
C 0.7057 5.8923 -0.1722 -0.19
C 0.2038 4.5180 -0.0013 0.19
N 1.0587 3.5011 0.0402 -0.52
C -1.1558 4.1295 0.1975 0.17
C -2.1579 5.0974 0.0262 -0.18
C -3.4982 4.7491 0.1632 -0.09
C -3.7489 3.4202 0.5808 -0.22
C -2.6838 2.5531 0.8630 0.05
N -1.4119 2.8612 0.6116 -0.60
H 5.2308 -0.7812 -0.5730 0.25
H 6.4048 1.3872 -0.0940 0.25
H 5.1581 3.4353 0.0637 0.24
H 2.6330 -0.6704 -0.7425 0.22
H 3.9839 5.1150 -0.3909 0.24
H 2.4256 7.1661 -0.2783 0.27
H -0.0017 6.7044 -0.1602 0.24
H -1.8607 6.1174 -0.2478 0.25
H -4.2461 5.4789 -0.0567 0.26
H -4.7979 3.0253 0.6563 0.26
H -2.8901 1.5574 1.2670 0.22
C -3.0864 -1.3208 1.5706 -1.07
Ge -4.1044 -1.5177 -0.1103 1.59
C -4.0935 -3.4499 -0.7525 -1.05
C -5.8352 -0.7296 -0.0378 -1.10
C -3.0533 -0.4816 -1.4996 -1.03
Se -1.1510 -0.6154 -1.7759 0.25
C -0.6769 -2.5768 -1.2783 -0.68
H -2.4040 -0.4942 1.6071 0.18
H -2.6182 -2.2787 1.7471 0.25
H -3.9002 -1.1095 2.2885 0.25
H -4.8609 -3.6606 -1.5120 0.25
H -4.1753 -4.1857 0.0468 0.25
H -3.1057 -3.6627 -1.2077 0.22
H -6.1521 -0.6913 1.0275 0.25
H -6.5558 -1.3698 -0.5362 0.27
H -5.7979 0.2811 -0.3984 0.23
H -3.3171 0.5705 -1.4332 0.24
H -3.4254 -0.9416 -2.4320 0.26
H -0.8967 -3.3272 -2.0462 0.25
H -1.2552 -2.7865 -0.3971 0.23
H 0.3578 -2.6991 -1.0508 0.25
N 4.7213 -7.8713 -0.1574 -0.23
C 4.1641 -6.8494 0.0173 0.24
C 3.4527 -5.6151 0.1971 -0.15
C 2.0906 -5.6096 0.3390 -0.16
C 1.4131 -4.4530 0.7772 -0.17
C 2.1414 -3.2810 1.0355 -0.15
C 3.5547 -3.2745 0.8362 -0.18
C 4.1977 -4.4366 0.4113 -0.14
C 1.5690 -2.0223 1.3858 -0.07
C 1.0064 -0.9296 1.4860 -0.62
H 1.6216 -6.5760 0.3004 0.25
H 0.3387 -4.4576 0.9436 0.22
H 4.0825 -2.3264 1.0624 0.22
H 5.2401 -4.4733 0.2203 0.24

=====

67
Properties=species:S:1:pos:R:3:nbo_charge:R:1 method="wB97M-V/def2-TZVPD" energy_ev=-56486.7884 homo_ev="-6.31 / -6.31" spin_multiplicity=1 mol_weight_g_mol=616.5 homo_lumo_gap_ev="5.8395 / 5.8370"
Rh 0.4787 -0.1277 -0.2210 0.61
C -0.2173 3.2280 -0.2597 -0.24
O -0.2239 1.9881 0.4276 -0.50
C -0.9547 1.9195 1.5949 0.27
C -1.5157 3.0287 2.2023 -0.28
C -2.2325 2.8890 3.3834 -0.20
C -2.3835 1.6403 3.9635 -0.23
C -1.8306 0.5277 3.3592 -0.21
C -1.1178 0.6390 2.1610 0.13
N -0.5960 -0.4596 1.4807 -0.31
N -0.7215 -1.5908 2.0425 -0.14
C -0.3607 -2.7613 1.5120 -0.07
C 0.1916 -2.9583 0.1867 0.43
O 0.2788 -2.0499 -0.7019 -0.63
C 0.6156 -4.2704 -0.1728 -0.28
C 0.4558 -5.3345 0.6494 -0.11
C -0.1579 -5.2012 1.9276 -0.14
C -0.3643 -6.3136 2.7656 -0.16
C -0.9766 -6.1763 3.9833 -0.24
C -1.4103 -4.9130 4.4046 -0.20
C -1.2081 -3.8110 3.6101 -0.22
C -0.5732 -3.9218 2.3587 0.08
H 0.3142 3.9897 0.3149 0.18
H -1.2362 3.5621 -0.4640 0.19
H 0.3011 3.0580 -1.1978 0.21
H -1.4084 4.0119 1.7675 0.22
H -2.6746 3.7637 3.8412 0.22
H -2.9450 1.5291 4.8816 0.22
H -1.9409 -0.4582 3.7832 0.23
H 1.0653 -4.3801 -1.1517 0.22
H 0.7907 -6.3148 0.3306 0.21
H -0.0294 -7.2867 2.4248 0.21
H -1.1261 -7.0400 4.6187 0.21
H -1.9046 -4.8067 5.3617 0.21
H -1.5343 -2.8342 3.9326 0.22
C 7.2669 3.4906 2.3820 -0.61
C 6.5545 2.2862 1.7741 -0.41
C 5.0544 2.3643 2.0346 -0.22
N 4.3458 1.2431 1.4392 -0.57
C 3.4003 0.4734 1.9779 0.31
S 2.5551 -0.6417 1.0403 -0.20
N 3.1379 0.5839 3.3319 -0.68
C 4.0088 0.6387 4.4202 0.68
O 3.5930 0.9993 5.4979 -0.56
C 5.4116 0.1912 4.2052 -0.18
C 5.7313 -0.8324 3.3160 -0.13
C 7.0451 -1.2563 3.1956 -0.23
C 8.0437 -0.6578 3.9499 -0.19
C 7.7242 0.3464 4.8549 -0.21
C 6.4108 0.7592 4.9932 -0.18
H 8.3284 3.4829 2.1381 0.22
H 7.1651 3.4874 3.4685 0.21
H 6.8412 4.4209 2.0005 0.20
H 6.9501 1.3597 2.1958 0.22
H 6.7272 2.2617 0.6941 0.20
H 4.6678 3.3013 1.6181 0.20
H 4.8696 2.3814 3.1048 0.21
H 4.4938 1.0750 0.4556 0.42
H 2.1659 0.4969 3.5923 0.44
H 4.9538 -1.3155 2.7364 0.23
H 7.2860 -2.0594 2.5115 0.22
H 9.0707 -0.9809 3.8383 0.22
H 8.4988 0.8003 5.4592 0.22
H 6.1373 1.5253 5.7076 0.24
C 1.0447 0.4718 -1.9731 -0.45
H 1.7105 -0.1067 -2.6198 0.15
H 0.6184 1.3468 -2.4695 0.13

=====

68
Properties=species:S:1:pos:R:3:nbo_charge:R:1 method="wB97M-V/def2-TZVPD" total_charge=+3 energy_ev=-47714.1633 homo_ev=-16.79 spin_multiplicity=1 mol_weight_g_mol=692.5 homo_lumo_gap_ev=6.7700
Ta -0.3374 0.6912 0.1129 2.64
O 0.7374 0.3750 1.7498 -0.76
C 0.5277 0.6029 3.0713 0.37
C 1.2120 -0.1432 4.0402 -0.22
C 0.8334 -0.0259 5.3833 -0.09
C -0.1448 0.8935 5.7891 -0.23
C -0.7600 1.7036 4.8678 -0.09
C -0.3816 1.6024 3.4786 -0.25
C -0.9716 2.4490 2.4842 0.28
N -0.8134 2.4125 1.1586 -0.68
C -1.4374 3.4267 0.2352 -0.24
C -2.3473 2.6912 -0.6907 -0.23
N -1.5646 1.5367 -1.2815 -0.71
C -1.5403 1.2125 -2.6070 0.28
C -1.1075 -0.0221 -3.2370 -0.22
C -1.3811 -0.3191 -4.6093 -0.10
C -0.9794 -1.4865 -5.1837 -0.24
C -0.3551 -2.4821 -4.3894 -0.06
C -0.1718 -2.3091 -3.0310 -0.29
C -0.4481 -1.0786 -2.4636 0.40
O -0.2263 -0.8559 -1.1509 -0.75
H 1.9559 -0.8693 3.6805 0.23
H 1.2789 -0.6391 6.1416 0.25
H -0.3626 1.1303 6.8712 0.27
H -1.4876 2.4344 5.2288 0.25
H -1.6561 3.1591 3.0080 0.23
H -0.6949 3.8978 -0.3253 0.23
H -1.9459 4.2336 0.7484 0.25
H -2.8142 3.3869 -1.4625 0.26
H -3.1874 2.2697 -0.1148 0.23
H -1.7995 1.9932 -3.3651 0.24
H -1.9794 0.4853 -5.1172 0.25
H -1.1477 -1.6767 -6.2669 0.27
H -0.0080 -3.4399 -4.8466 0.26
H 0.0985 -3.1940 -2.3856 0.25
C -4.2761 -1.0286 1.8841 -0.41
N -3.1657 -1.9550 1.8987 -0.37
C -3.2221 -3.2284 2.4564 0.11
C -2.1244 -4.0175 2.4436 -0.33
C -0.8845 -3.4576 1.8985 0.50
N -0.8901 -2.2596 1.3379 -0.58
C -1.9629 -1.4807 1.3484 0.79
O -2.0345 -0.3368 0.8213 -0.73
N 0.2485 -4.1419 2.0589 -0.73
H -4.8032 -0.9980 0.9132 0.23
H -3.9839 -0.0594 2.1678 0.22
H -5.0339 -1.4020 2.5535 0.24
H -4.1946 -3.4839 2.9510 0.26
H -2.1487 -5.0250 2.7542 0.26
H 0.3624 -5.0931 2.3896 0.44
H 1.0329 -3.7587 1.5467 0.41
C 2.9347 -0.1271 0.1407 -0.74
C 2.5226 0.8939 -0.8592 0.67
O 1.3475 1.4739 -0.5559 -0.74
C 3.3626 1.2393 -1.9851 -0.16
C 4.2290 0.2515 -2.5478 -0.11
C 5.0910 0.5613 -3.5872 -0.23
C 5.0190 1.7864 -4.2082 -0.07
C 3.8559 2.5836 -3.9327 -0.19
C 3.1716 2.4300 -2.7151 -0.15
H 2.8758 0.2960 1.1382 0.29
H 3.9960 -0.5578 -0.0080 0.27
H 2.2181 -0.9898 0.0940 0.26
H 4.2536 -0.7486 -2.0559 0.23
H 5.8550 -0.2263 -3.8381 0.27
H 5.7038 2.1640 -5.0021 0.27
H 3.4917 3.4022 -4.6146 0.26
H 2.5601 3.2479 -2.4080 0.24